Entry 1:
Formula: C5H29N2O9
Source: the OMol25 dataset
Level of theory: wB97M-V/def2-TZVPD

Structure (XYZ):
```
45
Properties=species:S:1:pos:R:3:mulliken_charge:R:1
C -0.6383 0.3754 2.0286 -0.506
N -0.6754 -0.1919 0.6918 0.349
C -1.8983 0.1877 0.0180 -0.574
C -2.6520 -1.0413 -0.3522 -0.600
C -1.7702 -1.8140 -1.4628 -0.061
O -1.0453 -2.7654 -1.0401 -0.579
C 0.7771 0.0346 2.5096 -0.937
N 1.1294 -1.4626 2.5589 0.027
H -1.4398 -0.0146 2.6347 0.439
H -0.7464 1.5208 1.9929 0.216
H 0.1053 0.2908 0.0920 0.052
H -1.6871 0.6311 -0.9454 -0.065
H -2.5361 0.7828 0.5797 0.596
H -3.6187 -0.9563 -0.9238 0.400
H -2.8226 -1.6660 0.5563 0.141
H -1.6584 -1.5325 -2.4771 0.491
H 1.6209 0.6043 2.0636 0.306
H 0.8793 0.5658 3.4166 0.508
H 0.2560 -1.9629 2.4923 0.370
H 1.6548 -1.6931 3.4423 0.392
H 1.7578 -1.7511 1.7875 0.192
H 2.8494 -1.3639 0.1053 0.243
H 4.2251 -1.1996 0.7833 0.289
O 3.3106 -1.3912 0.9202 -0.639
H 2.2375 0.9016 -3.2287 0.282
H 0.9797 1.0749 -2.5888 0.382
O 1.9017 0.7689 -2.3052 -0.684
H -2.7161 3.1624 -2.2981 0.279
H -2.1795 3.0501 -0.7050 0.354
O -2.4832 2.5920 -1.6174 -0.696
H -0.1254 4.6238 1.1041 0.293
H 0.3283 3.2151 1.1110 0.294
O -0.4777 3.7374 1.1797 -0.609
H -1.5897 -3.0785 1.4842 0.249
H -0.3411 -2.9686 0.3795 0.391
O -0.6086 -2.9701 1.4129 -0.713
H 2.0526 1.8353 -0.7527 0.250
H 2.7448 2.5620 0.3504 0.281
O 1.9797 2.2469 0.0356 -0.447
H 1.3654 -4.1591 -1.9656 0.360
H 1.5296 -2.7709 -1.1338 0.331
O 1.9915 -3.3302 -1.7487 -0.661
H -0.4223 1.8751 -4.1514 0.315
H -1.0196 2.0188 -2.7449 0.336
O -0.5252 1.4261 -3.2892 -0.638
```

Output
Total energy in eV: -27055.0103
Total charge: +1
Energy above the lowest of the compared OMol25 structures with the same formula, charge and spin in kcal/mol: 118.4
Orbital gap in eV: 9.9



Entry 2:
Formula: C5H29NO10S
Source: the OMol25 dataset
Level of theory: wB97M-V/def2-TZVPD

Structure (XYZ):
```
46
Properties=species:S:1:pos:R:3:mulliken_charge:R:1
C 1.5393 0.3992 2.5777 -0.433
N 0.9273 -0.7726 1.8762 -0.285
C 0.8209 -0.4527 0.4292 1.910
C -0.2549 0.6315 0.2000 0.756
O -0.7603 1.2756 1.0599 -0.886
C 0.6807 -1.7188 -0.5305 -0.890
C -0.3732 -1.9902 -1.5684 0.199
S 0.1318 -1.5699 -3.3059 -0.269
H 2.6233 0.2734 2.3713 0.222
H 1.2231 1.4081 2.3046 0.180
H 1.3234 0.3137 3.6640 0.370
H -0.0922 -0.7935 2.2651 0.343
H 1.8229 -0.1030 0.0946 -1.012
H -0.6273 0.4494 -0.8306 -0.339
H 0.7856 -2.6001 0.1207 0.311
H 1.6596 -1.6360 -1.0468 0.449
H -1.1624 -1.2149 -1.4634 -1.042
H -0.8032 -3.0039 -1.6966 0.538
H 1.0356 -2.4709 -3.5554 0.153
O -2.6078 0.3920 -3.1032 -0.610
H -3.1242 -0.3964 -2.9441 0.299
H -2.0073 0.3632 -3.8447 0.310
O -0.7918 2.5299 -1.8724 -0.701
H -1.0772 1.7047 -2.3016 0.246
H -1.5696 2.7129 -1.3405 0.335
O 3.6062 -2.0452 2.2894 -0.667
H 2.6924 -2.3427 2.1560 0.348
H 3.5444 -1.4346 1.5314 0.335
O -2.1122 -1.1508 2.5180 -0.668
H -2.2166 -1.2093 3.4684 0.273
H -2.3931 -0.3031 2.1440 0.366
O 2.1552 2.1662 -1.0087 -0.651
H 1.3778 1.9405 -1.5190 0.279
H 1.9681 2.7989 -0.2857 0.305
O 0.8039 3.4691 1.4026 -0.667
H 0.2686 4.2772 1.3553 0.303
H 0.1252 2.7654 1.5330 0.224
O -3.4465 0.5556 0.8649 -0.573
H -4.3299 0.8360 1.1168 0.235
H -3.6044 0.0030 0.0776 0.351
O -3.4095 -1.5440 -0.6851 -0.729
H -2.4206 -1.8141 -0.7591 0.462
H -3.7108 -1.9842 0.1198 0.341
O 4.1709 0.1090 -1.1557 -0.648
H 3.6031 0.7372 -0.6731 0.304
H 4.0059 0.4397 -2.0502 0.319
```

Output
SMILES: CN[C@H](C=O)CCS.O.O.O.O.O.O.O.O.O
Total energy in eV: -38454.1861
Energy above the lowest of the compared OMol25 structures with the same formula, charge and spin in kcal/mol: 60.9
Orbital gap in eV: 9.0



Entry 3:
Formula: C5H2ClFS
Source: the OMol25 dataset
Level of theory: wB97M-V/def2-TZVPD

Structure (XYZ):
```
10
Properties=species:S:1:pos:R:3:mulliken_charge:R:1
C 0.0132 2.4589 -0.0322 0.172
C 0.4124 1.3395 0.0914 -0.667
C 1.0840 0.0734 0.0889 0.121
S 2.7253 -0.0302 -0.0551 -0.155
C 0.2339 -1.1369 0.0148 0.365
F 0.9381 -2.3228 0.0039 -0.266
C -1.0998 -1.3149 0.0163 -0.274
Cl -2.3622 -0.1263 -0.0365 -0.133
H -0.4120 3.3974 -0.0367 0.486
H -1.5329 -2.3381 -0.0547 0.352
```

Output
SMILES: C#CC(=S)/C(F)=C\Cl
Total energy in eV: -31288.9499
Energy above the lowest of the compared OMol25 structures with the same formula, charge and spin in kcal/mol: 13.6
Orbital gap in eV: 7.6